Record 1
The following is a quantum chemistry calculation of a cluster of 5 separate species, C5H20O5 in total at a distorted geometry, from OMol25.

2S+1: 1
total charge: 0
structure (SMILES): CO.CO.CO.CO.CO
LUMO: 0.2043 eV
relative energy (zero: lowest compared OMol25 entry of this formula, charge and spin): 2.583 eV
frontier orbital gap: 10.0 eV

Each line ends with the Mulliken charge.
Atoms and positions in Å:
C (5.50966, 20.10632, 11.35537)  -0.6799
O (4.14026, 20.39653, 11.04820)  -0.5970
H (6.02859, 20.86611, 11.93977)  0.2722
H (5.57493, 19.21867, 11.98461)  0.3550
H (6.19807, 19.94768, 10.52530)  0.2913
H (3.63527, 19.63294, 11.33718)  0.2987
C (4.48653, 21.78582, 7.74100)  -0.6109
O (4.14326, 22.30930, 8.93248)  -0.4617
H (4.06487, 22.31251, 6.88490)  0.2378
H (5.57187, 21.87754, 7.69940)  0.2330
H (4.17642, 20.74243, 7.68384)  0.2645
H (4.21563, 21.55416, 9.52080)  0.3746
C (3.24628, 22.14970, 13.91786)  -0.5296
O (4.06552, 22.64159, 12.86867)  -0.5400
H (3.55157, 22.48199, 14.91008)  0.2416
H (2.18121, 22.38016, 13.89343)  0.2040
H (3.33157, 21.06312, 13.93127)  0.2549
H (3.92150, 22.04043, 12.13418)  0.3831
C (-0.66309, 19.76250, 14.14391)  -0.4047
O (-1.26418, 20.07687, 15.39010)  -0.4947
H (-0.01514, 18.90557, 14.32815)  0.2369
H (-1.40210, 19.63111, 13.35353)  0.2573
H (0.00368, 20.55605, 13.80656)  0.1129
H (-0.55482, 19.95455, 16.02527)  0.2940
C (1.07444, 23.18448, 17.53945)  -0.5246
O (1.81279, 22.17260, 18.16829)  -0.4904
H (1.55094, 23.49318, 16.60898)  0.1780
H (0.01843, 22.91561, 17.56500)  0.2434
H (1.02368, 24.09389, 18.13818)  0.3115
H (2.68479, 22.51446, 18.37888)  0.2890

---

Record 2
The following is a quantum chemistry calculation of a cluster of 5 separate species, C5H20O5 in total at a distorted geometry, from OMol25.

2S+1: 1
total charge: 0
structure (SMILES): CO.CO.CO.CO.CO
LUMO: 0.4446 eV
relative energy (zero: lowest compared OMol25 entry of this formula, charge and spin): 2.042 eV
frontier orbital gap: 10.0 eV

Each line ends with the Mulliken charge.
Atoms and positions in Å:
C (3.75111, 1.42771, -0.85161)  -0.5824
O (3.68794, 2.12980, 0.35721)  -0.4992
H (3.81940, 0.34862, -0.71372)  0.2265
H (2.88261, 1.66113, -1.46750)  0.2468
H (4.64863, 1.71679, -1.39841)  0.3123
H (3.40243, 3.02567, 0.16358)  0.3006
C (0.86559, -0.78581, 0.11748)  -0.5099
O (-0.46563, -1.21614, -0.02691)  -0.6317
H (1.25249, -0.61979, -0.88793)  0.2972
H (0.84864, 0.16217, 0.65520)  0.0664
H (1.44090, -1.44472, 0.76782)  0.2926
H (-0.51913, -1.94093, -0.65413)  0.4019
C (-1.71771, -4.07460, -1.67212)  -0.5988
O (-0.68482, -3.22041, -1.91462)  -0.5697
H (-1.37520, -5.08345, -1.90237)  0.2841
H (-2.12852, -3.98686, -0.66632)  0.2525
H (-2.59110, -3.81584, -2.27072)  0.2767
H (-0.28439, -3.38438, -2.77158)  0.3044
C (0.25209, 3.14308, 1.31573)  -0.4157
O (0.44944, 4.54815, 1.46951)  -0.5455
H (0.93881, 2.63939, 1.99603)  0.2772
H (-0.76037, 2.76734, 1.46351)  0.2530
H (0.59632, 2.90562, 0.30914)  0.1262
H (-0.07319, 4.92408, 2.18165)  0.2954
C (-3.24244, -0.30501, 1.33831)  -0.5660
O (-2.94271, -0.11240, -0.04768)  -0.5171
H (-2.69096, 0.45066, 1.89771)  0.1450
H (-4.29945, -0.13148, 1.54009)  0.2984
H (-3.00429, -1.25813, 1.81048)  0.2500
H (-2.05648, -0.47027, -0.13778)  0.5287

---

Record 3
The following is a quantum chemistry calculation of a structure of composition C5H20O5 at a distorted geometry, from OMol25.

2S+1: 1
total charge: 0
LUMO: 0.2479 eV
relative energy (zero: lowest compared OMol25 entry of this formula, charge and spin): 7.420 eV
frontier orbital gap: 8.3 eV

Each line ends with the Mulliken charge.
Atoms and positions in Å:
C (-0.74672, -1.73659, 2.80674)  -0.7060
O (-0.00764, -2.03296, 1.61801)  -0.4789
H (-1.71970, -2.21995, 2.71847)  0.2568
H (-0.17909, -2.15161, 3.63959)  0.3307
H (-0.85330, -0.66319, 2.96337)  0.2472
H (0.31210, -2.93084, 1.73289)  0.2937
C (0.41201, 0.03362, 0.49683)  0.0795
O (-0.84739, -0.56487, 0.17254)  -0.4179
H (0.29631, 1.07054, 0.81227)  0.2131
H (1.02436, -0.40584, 1.28423)  0.3753
H (0.92753, -0.01119, -0.46251)  -0.7246
H (-1.12774, -1.01733, 0.97147)  0.3122
C (-1.34852, 1.94114, 1.72532)  -0.5686
O (-2.34597, 1.90403, 2.78324)  -0.5532
H (-0.45354, 1.46251, 2.12287)  0.1965
H (-1.79648, 1.49794, 0.83593)  0.2958
H (-1.01311, 2.96303, 1.54831)  0.3841
H (-1.98143, 2.16956, 3.63071)  0.3002
C (2.56503, 0.10714, -2.77844)  0.0673
O (2.11307, -0.37931, -4.01669)  -0.4574
H (3.51528, -0.29532, -2.42752)  0.3877
H (2.65752, 1.19247, -2.73835)  0.2736
H (1.81630, 0.01530, -1.99162)  -0.4748
H (2.50629, -1.25178, -4.09268)  0.2912
C (-0.47971, 0.33917, -2.56837)  -0.8812
O (-1.41935, 0.01257, -1.55955)  -0.7984
H (0.10148, 1.23446, -2.34757)  0.2471
H (0.15044, -0.54513, -2.66328)  0.4002
H (-1.08493, 0.63824, -3.42416)  0.2466
H (-0.99311, -0.37583, -0.79205)  0.8620

---

Record 4
The following is a quantum chemistry calculation of a cluster of 5 separate species, C5H21N2O4 in total at a distorted geometry, from OMol25.

2S+1: 2
total charge: 0
LUMO (spin up / spin down): 0.5194 / 0.5049 eV
relative energy (zero: lowest compared OMol25 entry of this formula, charge and spin): 0.833 eV
frontier orbital gap (spin up / spin down): 4.0 / 8.2 eV

Each line ends with the Löwdin spin population.
Atoms and positions in Å:
C (0.46293, 0.71150, 2.79165)  0.0004
C (-0.47556, 1.10891, 1.64193)  0.0010
C (-0.82476, 0.06071, 0.57915)  0.0080
C (0.32157, -0.02830, -0.42780)  0.0165
N (-1.59297, -1.30514, -2.29963)  0.1795
C (-0.96192, -0.12487, -2.61654)  0.4998
N (-0.10432, 0.45061, -1.75136)  0.1990
H (1.53113, 0.86373, 2.62633)  0.0001
H (0.34986, 1.23331, 3.74759)  0.0001
H (0.23467, -0.38702, 3.04547)  0.0001
H (-1.41885, 1.42184, 2.09809)  0.0002
H (0.08669, 1.99943, 1.26907)  0.0002
H (-1.16761, -0.90247, 0.98944)  0.0003
H (-1.71233, 0.49392, 0.10846)  -0.0001
H (0.93021, -0.91346, -0.50507)  0.0041
H (1.12699, 0.67734, -0.28275)  0.0005
H (-1.33651, -2.03416, -1.64392)  0.0118
H (-2.30238, -1.55992, -2.95320)  0.0031
H (-0.91581, 0.37749, -3.64640)  0.0544
H (0.09096, 1.48501, -1.89252)  0.0085
H (-2.90073, -0.31819, 2.48744)  0.0001
H (-3.85156, -1.43282, 2.76619)  0.0000
O (-2.91944, -1.27757, 2.57955)  0.0008
H (1.02847, -3.12341, -3.08584)  0.0005
H (1.29865, -3.01546, -1.52274)  0.0003
O (0.97925, -2.55885, -2.30708)  0.0066
H (0.42846, 4.15804, 0.16416)  0.0003
H (1.52465, 3.39614, 0.53800)  0.0003
O (0.74338, 3.26044, -0.04063)  0.0025
H (3.95605, -0.60308, -1.52329)  0.0001
H (3.98730, -1.30755, -0.17318)  0.0001
O (3.40352, -0.80617, -0.76055)  0.0008

---

Record 5
The following is a quantum chemistry calculation of a cluster of 5 separate species, C5H21NO5S in total at a distorted geometry, from OMol25.

2S+1: 2
total charge: +1
LUMO (spin up / spin down): -3.0414 / -8.1809 eV
relative energy (zero: lowest compared OMol25 entry of this formula, charge and spin): 2.264 eV
frontier orbital gap (spin up / spin down): 10.5 / 4.9 eV

Each line ends with the Löwdin spin population.
Atoms and positions in Å:
C (-1.31175, -0.06177, 2.08116)  0.0219
C (-0.46944, -1.23668, 2.35173)  0.0479
O (-0.01047, -1.35449, 3.66142)  0.0281
C (-0.33278, 1.12999, 2.11448)  0.0463
N (0.95718, 0.89806, 1.37677)  0.5156
C (0.89600, 1.14550, -0.03727)  0.0725
C (2.27641, 0.55922, -0.52055)  0.0376
S (2.06493, 0.07166, -2.22800)  0.1004
H (-2.10264, -0.07481, 2.88682)  0.0008
H (-1.67541, -0.15554, 1.11202)  -0.0003
H (-0.94557, -2.18754, 2.11410)  0.0003
H (0.50249, -1.20853, 1.62608)  0.0174
H (0.84297, -0.72543, 3.60724)  0.0009
H (-0.87135, 2.07802, 1.70365)  0.0274
H (-0.26928, 1.57707, 3.16371)  0.0013
H (1.71851, 1.38528, 1.79182)  0.0117
H (0.05101, 0.66513, -0.47343)  0.0044
H (0.92314, 2.22485, -0.43305)  0.0427
H (2.57897, -0.42851, -0.00176)  -0.0015
H (3.25892, 1.16207, -0.37955)  0.0019
H (2.34301, -1.20350, -2.18268)  0.0045
H (-1.82256, 0.24518, -2.12803)  0.0000
H (-1.19570, 0.48612, -3.47830)  0.0001
O (-2.00672, 0.79435, -2.93805)  0.0001
H (-0.19460, -2.38221, -0.18313)  0.0001
H (0.79141, -2.81331, 0.81125)  0.0001
O (0.28719, -3.08018, 0.10912)  0.0038
H (-1.94063, 2.54216, -1.02268)  0.0003
H (-0.89429, 2.59647, -1.92898)  0.0001
O (-1.06869, 2.82101, -1.06199)  0.0138
H (-2.37317, -2.08727, -1.93908)  0.0000
H (-2.96952, -0.65355, -1.83085)  0.0000
O (-2.43198, -1.39227, -1.36572)  -0.0001

---

Record 6
The following is a quantum chemistry calculation of a cluster of 6 separate species, C5H21NO6 in total at a distorted geometry, from OMol25.

2S+1: 1
total charge: 0
structure (SMILES): C=CC[C@H](N)CO.O.O.O.O.O
LUMO: 0.4699 eV
relative energy (zero: lowest compared OMol25 entry of this formula, charge and spin): 3.897 eV
frontier orbital gap: 9.8 eV

Each line ends with the Mulliken charge.
Atoms and positions in Å:
C (-1.82934, 1.80071, -0.87669)  -1.4193
C (-0.72113, 1.08052, -0.99394)  1.4738
C (0.29697, 0.64072, -2.05874)  -0.5145
C (0.54837, -0.85734, -2.17582)  -0.1206
N (-0.68118, -1.65203, -2.19815)  -0.3577
C (1.44357, -1.35762, -0.95724)  -0.4503
O (0.79406, -0.93576, 0.19824)  -0.3259
H (-2.34841, 1.91219, 0.14513)  0.1786
H (-2.54334, 2.18377, -1.50045)  0.4680
H (-0.38270, 0.56979, -0.11449)  -0.4539
H (1.26481, 0.98189, -1.85796)  0.1999
H (0.00076, 0.94028, -3.05004)  0.5225
H (1.09618, -1.14842, -3.16861)  0.3381
H (-0.76470, -2.49128, -2.73489)  0.2057
H (-1.27991, -1.52145, -1.43821)  0.1285
H (1.41621, -2.50583, -1.08272)  0.3116
H (2.54634, -1.16490, -0.98273)  0.2875
H (-0.16029, -0.96849, 0.07431)  -0.0947
O (-1.16788, -2.82390, 2.28210)  -0.6228
H (-2.10631, -2.95028, 2.10117)  0.3302
H (-1.05045, -2.01836, 1.82294)  0.1921
O (1.74384, 1.41406, 0.66820)  -0.6254
H (1.35684, 0.50819, 0.52942)  0.1521
H (2.36501, 1.37768, -0.05203)  0.3487
O (-1.85619, 0.13557, 1.88954)  -0.6552
H (-1.51346, 1.00496, 1.70944)  0.2061
H (-1.43711, -0.14101, 2.74945)  0.3475
O (2.27465, -0.74848, 2.78309)  -0.6505
H (1.51450, -1.23861, 2.39142)  0.3124
H (2.61841, 0.08463, 2.40857)  0.3171
O (-0.66000, 3.05828, 1.29650)  -0.5432
H (0.19650, 3.05510, 1.41267)  0.2248
H (-0.97463, 3.77545, 0.78053)  0.2890

---

Record 7
The following is a quantum chemistry calculation of a cluster of 6 separate species, C5H22N10O6 in total at a distorted geometry, from OMol25.

2S+1: 1
total charge: 0
structure (SMILES): NC(N)=O.NC(N)=O.NC(N)=O.NC(N)=O.NC(N)=O.O
LUMO: -0.0610 eV
relative energy (zero: lowest compared OMol25 entry of this formula, charge and spin): 3.390 eV
frontier orbital gap: 9.5 eV

Each line ends with the Mulliken charge.
Atoms and positions in Å:
N (2.60241, -0.30799, 2.30660)  -0.4128
C (2.80107, -0.37542, 0.99356)  0.7058
N (3.90598, 0.26438, 0.68575)  -0.4609
O (2.14688, -1.08219, 0.26188)  -0.6793
H (3.29768, 0.12984, 2.89398)  0.1611
H (1.92715, -0.94829, 2.69920)  0.2103
H (4.21237, 0.28654, -0.27640)  0.2252
H (4.44305, 0.62721, 1.46034)  0.1338
N (0.66265, -0.06382, -2.34121)  -0.0849
C (1.02972, 0.75009, -3.29473)  0.5990
N (1.98184, 0.17104, -3.88764)  -0.4369
O (0.55768, 1.80956, -3.68546)  -0.7009
H (1.30942, -0.68691, -1.87910)  0.1232
H (-0.19124, 0.01972, -1.80830)  0.1259
H (2.02103, -0.83799, -3.90777)  0.2087
H (2.29036, 0.60532, -4.74573)  0.2424
N (-2.20265, -3.54469, -0.30497)  -0.4861
C (-1.07771, -3.11489, -0.77361)  0.7798
N (-0.23679, -2.84140, 0.18398)  -0.4049
O (-0.92854, -3.01525, -1.95613)  -0.6398
H (-2.23690, -3.29039, 0.67188)  0.1952
H (-3.00230, -3.49464, -0.91992)  0.2520
H (0.63461, -2.36132, 0.00997)  0.2938
H (-0.55040, -3.13187, 1.09906)  0.1440
N (1.30009, 2.94049, 1.44604)  -0.2005
C (1.73356, 4.10434, 1.77330)  0.5719
N (1.71446, 4.91348, 0.74036)  -0.3924
O (2.14505, 4.36568, 2.86776)  -0.6653
H (1.26454, 2.33585, 2.25427)  0.1240
H (1.04269, 2.61113, 0.52660)  0.1046
H (1.13158, 4.58990, -0.01835)  0.1942
H (1.88306, 5.89545, 0.90594)  0.2336
N (-3.64188, -0.62943, 0.25603)  -0.2791
C (-4.69203, -0.51706, 1.02060)  0.5906
N (-5.53835, -1.55057, 0.82377)  -0.3387
O (-4.80585, 0.40324, 1.83770)  -0.6748
H (-3.46350, -1.20571, -0.55402)  0.1525
H (-2.92366, 0.07481, 0.34720)  0.0997
H (-6.51252, -1.47646, 1.07988)  0.2312
H (-5.16013, -2.16065, 0.11324)  0.1794
O (-0.66234, 0.01256, 0.29319)  -0.4441
H (-0.34143, -0.77706, 0.72880)  0.3160
H (0.12923, 0.50335, 0.07234)  0.1035

---

Question: 2S+1 of number 7 (C5H22N10O6)?
Answer: 1

---

Question: What is the relative energy (zero: lowest compared OMol25 entry of this formula, charge and spin) in the first record?
Answer: 2.583 eV